The following is a quantum chemistry calculation of the ion C21H37INO4 with charge -1, from OMol25.

The geometry in XYZ format:
```
64
C21H37INO4 (the ωB97M-V functional and the def2-TZVPD basis)
C 6.462 4.357 1.230
C 6.102 3.386 0.596
C 5.653 2.178 -0.088
I 3.539 1.977 0.549
C 5.618 2.602 -1.637
O 6.757 2.720 -2.121
O 4.555 2.742 -2.202
N 6.498 1.038 0.147
C 5.850 -0.266 -0.013
C 5.247 -0.517 -1.399
C 4.470 -1.876 -1.342
C 2.959 -1.741 -1.618
C 2.115 -1.633 -0.347
C 0.624 -1.894 -0.622
C -0.159 -1.818 0.718
C -1.369 -0.888 0.649
C -2.488 -1.390 -0.298
C -3.705 -1.959 0.447
C -4.487 -0.922 1.272
C -5.131 0.192 0.400
C -6.653 -0.033 0.157
C -7.499 1.246 0.387
C -8.432 1.595 -0.778
C -9.330 0.431 -1.246
C 7.169 1.047 1.422
O 6.273 1.102 2.548
O 6.734 2.116 3.428
H 6.728 5.329 1.545
H 6.649 -1.012 0.068
H 5.156 -0.531 0.793
H 4.552 0.263 -1.705
H 6.031 -0.647 -2.141
H 4.559 -2.289 -0.331
H 4.938 -2.602 -2.009
H 2.744 -0.914 -2.295
H 2.640 -2.672 -2.104
H 2.462 -2.315 0.435
H 2.165 -0.618 0.051
H 0.470 -2.856 -1.113
H 0.272 -1.081 -1.263
H 0.524 -1.396 1.460
H -0.431 -2.822 1.056
H -1.019 0.086 0.299
H -1.786 -0.759 1.651
H -2.062 -2.219 -0.870
H -2.772 -0.591 -0.981
H -4.365 -2.478 -0.253
H -3.316 -2.702 1.153
H -3.817 -0.470 2.001
H -5.297 -1.452 1.777
H -4.639 0.237 -0.568
H -5.016 1.126 0.951
H -6.752 -0.386 -0.869
H -7.017 -0.801 0.840
H -8.076 1.135 1.308
H -6.818 2.085 0.541
H -9.109 2.393 -0.456
H -7.876 2.000 -1.626
H -8.793 -0.507 -1.350
H -10.161 0.324 -0.547
H -9.759 0.720 -2.207
H 7.936 1.810 1.502
H 7.703 0.099 1.541
H 5.982 2.721 3.475
```

HOMO in eV: -4.60
LUMO level in hartree: 0.0865
Net charge: -1
HOMO-LUMO gap in eV: 7.0
SMILES string: C#C[C@@](I)(C(=O)[O-])N(CCCCCCCCCCCCCCCC)COO

Löwdin population analysis, charges in e, atoms 1 to 6: atom 1 (C): 0.123, atom 2 (C): -0.198, atom 3 (C): -0.650, atom 4 (I): 0.932, atom 5 (C): -0.801, atom 6 (O): -0.033

The following is a quantum chemistry calculation of a cluster of 3 separate species, C4H14N2O3 in total, from OMol25.

The geometry in XYZ format:
```
23
C4H14N2O3 (the ωB97M-V functional and the def2-TZVPD basis)
C 1.284 0.033 1.591
C 0.515 -1.199 1.127
N 1.435 -2.297 0.914
C -0.402 -0.929 -0.042
C -1.352 0.219 0.164
N -1.603 1.031 -0.910
O -1.995 0.335 1.191
H 2.262 -0.008 1.108
H 1.506 0.050 2.660
H 0.852 0.960 1.380
H -0.105 -1.546 1.957
H 1.041 -3.186 1.156
H 2.061 -2.213 0.135
H 0.021 -0.883 -1.061
H -0.981 -1.812 -0.323
H -2.253 1.787 -0.783
H -0.871 1.213 -1.551
O 1.880 3.215 0.457
H 2.651 3.200 -0.112
H 2.146 3.344 1.372
O -0.706 -1.002 -3.593
H 0.207 -0.953 -3.321
H -1.017 -0.191 -3.992
```

HOMO in eV: -8.91
LUMO level in hartree: 0.0152
Relative energy (zero: lowest compared OMol25 entry of this formula, charge and spin) in eV: 0.9948
HOMO-LUMO gap in eV: 9.3
SMILES string: C[C@H](N)CC(N)=O.O.O

Löwdin population analysis, charges in e, atoms 1 to 6: atom 1 (C): -0.052, atom 2 (C): -0.449, atom 3 (N): 0.031, atom 4 (C): -0.105, atom 5 (C): -0.544, atom 6 (N): 0.167

The following is a quantum chemistry calculation of a structure of composition C16H9Br2ClCoF3N2O5S, from OMol25.

The geometry in XYZ format:
```
40
C16H9Br2ClCoF3N2O5S (the ωB97M-V functional and the def2-TZVPD basis)
Co 1.303 -0.841 -0.842
F -1.466 -3.033 4.513
C -1.166 -3.029 3.186
F -2.349 -3.016 2.533
F -0.584 -4.212 2.928
C -0.311 -1.853 2.833
C -0.004 -0.909 3.793
C 0.768 0.198 3.457
C 1.195 0.315 2.148
N 0.903 -0.584 1.220
C 0.173 -1.680 1.513
S -0.065 -2.706 0.180
H -0.371 -1.033 4.803
H 1.030 0.941 4.196
H 1.787 1.163 1.817
O 4.225 -1.833 -2.819
Cl 3.080 -2.416 -2.212
O 3.030 -3.818 -2.443
O 3.070 -2.138 -0.782
O 1.864 -1.786 -2.734
C -1.747 -1.459 -2.440
C -1.550 -0.087 -1.874
C -2.643 0.809 -1.832
C -2.467 2.104 -1.445
C -1.171 2.561 -1.118
C -0.826 3.889 -0.794
Br -2.171 5.239 -0.718
C 0.471 4.238 -0.526
C 1.476 3.272 -0.552
Br 3.261 3.777 -0.165
C 1.230 1.921 -0.825
O 2.126 1.009 -0.809
C -0.141 1.597 -1.138
N -0.354 0.301 -1.478
H -2.328 -1.391 -3.363
H -2.295 -2.084 -1.735
H -0.789 -1.930 -2.644
H -3.617 0.443 -2.128
H -3.298 2.795 -1.410
H 0.721 5.264 -0.292
```

HOMO (alpha / beta) in eV: -5.14 / -5.13
LUMO level (alpha / beta) in hartree: 0.0848 / 0.0848
<S²>: 0.76
Multiplicity: 2
Net charge: -1
HOMO-LUMO gap (alpha / beta) in eV: 7.4 / 7.4

Löwdin population analysis, charges in e, atoms 1 to 6: atom 1 (Co): 0.463, atom 2 (F): 0.101, atom 3 (C): -0.594, atom 4 (F): 0.119, atom 5 (F): 0.125, atom 6 (C): -0.127

The following is a quantum chemistry calculation of a cluster of 5 separate species, C14H43N4O5 in total, from OMol25.

The geometry in XYZ format:
```
66
C14H43N4O5 (the ωB97M-V functional and the def2-TZVPD basis)
N -0.337 0.018 -0.504
H 0.290 -0.774 -0.504
H -1.100 -0.019 0.156
H -0.798 0.099 -1.399
H 0.187 0.881 -0.490
C -1.616 0.620 2.866
C -0.332 -0.291 2.798
O -0.829 -1.440 2.083
O -1.675 1.296 1.654
H -1.503 1.466 3.544
H -2.519 0.071 3.131
H -0.056 -0.783 3.730
H 0.515 0.176 2.296
H -1.403 -1.909 2.693
H -2.456 1.853 1.684
C 0.009 -3.304 -1.127
C 1.268 -2.979 -0.398
C 2.267 -4.153 -0.554
O 3.501 -3.570 -0.139
C 4.480 -4.482 -0.186
N 1.747 -1.817 -1.098
H -0.837 -2.739 -0.734
H -0.206 -4.359 -0.958
H 0.061 -3.267 -2.215
H 1.101 -2.656 0.629
H 2.311 -4.514 -1.581
H 1.945 -4.976 0.084
H 4.532 -5.303 0.529
H 5.385 -3.973 0.145
H 4.684 -4.800 -1.208
H 1.725 -1.787 -2.107
H 2.724 -1.838 -0.845
C -3.170 1.951 -3.503
C -2.522 1.046 -2.483
C -3.289 -0.283 -2.356
O -2.698 -1.086 -1.298
C -3.548 -2.085 -0.670
N -1.122 0.831 -2.967
H -3.393 1.280 -4.332
H -2.514 2.773 -3.793
H -4.049 2.368 -3.012
H -2.533 1.412 -1.456
H -3.309 -0.949 -3.218
H -4.294 -0.076 -1.989
H -3.732 -2.620 -1.602
H -4.392 -1.787 -0.049
H -2.933 -2.694 -0.007
H -0.587 1.632 -3.271
H -0.991 0.220 -3.761
C 3.417 2.168 1.444
C 1.925 2.645 1.462
C 1.714 4.172 1.614
O 0.303 4.678 1.502
C -0.484 4.612 2.734
N 1.245 2.300 0.208
H 3.921 2.077 2.406
H 4.081 2.925 1.027
H 3.664 1.244 0.921
H 1.323 2.154 2.227
H 2.355 4.844 1.042
H 1.990 4.370 2.650
H -0.194 5.289 3.537
H -0.470 3.623 3.191
H -1.528 4.783 2.473
H 0.812 3.153 -0.117
H 1.938 2.283 -0.526
```

HOMO (alpha / beta) in eV: -14.33 / -14.30
LUMO level (alpha / beta) in hartree: -0.1873 / -0.4275
<S²>: 0.76
Multiplicity: 2
Net charge: +2
Relative energy (zero: lowest compared OMol25 entry of this formula, charge and spin) in eV: 1.8930
HOMO-LUMO gap (alpha / beta) in eV: 9.2 / 2.7

Löwdin population analysis, charges in e, atoms 1 to 6: atom 1 (N): 0.274, atom 2 (H): 0.055, atom 3 (H): 0.076, atom 4 (H): 0.030, atom 5 (H): 0.066, atom 6 (C): -0.219

The following is a quantum chemistry calculation of an isolated molecule of C4H6N2, from OMol25.

The geometry in XYZ format:
```
12
C4H6N2 (the ωB97M-V functional and the def2-TZVPD basis)
C -1.995 -0.073 0.206
N -0.604 -0.142 -0.189
C 1.656 -1.078 -0.615
C 2.348 -0.211 0.016
N 1.498 0.892 -0.148
C 0.163 0.860 0.054
H -2.629 -0.382 -0.633
H -2.183 -0.774 1.029
H -2.322 0.926 0.535
H 0.956 -1.705 -1.122
H 3.333 -0.142 0.464
H -0.219 1.829 0.403
```

HOMO (alpha / beta) in eV: -8.26 / -8.26
LUMO level (alpha / beta) in hartree: -0.0079 / -0.0079
Relative energy (zero: lowest compared OMol25 entry of this formula, charge and spin) in eV: 5.3527
HOMO-LUMO gap (alpha / beta) in eV: 8.0 / 8.0

Löwdin population analysis, charges in e, atoms 1 to 6: atom 1 (C): -0.152, atom 2 (N): -0.056, atom 3 (C): 0.225, atom 4 (C): -0.238, atom 5 (N): 0.043, atom 6 (C): -0.328

The following is a quantum chemistry calculation of a structure of composition C23H45N2NbO5Si, from OMol25.

The geometry in XYZ format:
```
77
C23H45N2NbO5Si (the ωB97M-V functional and the def2-TZVPD basis)
C -3.055 3.600 -0.010
O -2.089 3.001 -0.900
C -1.340 1.959 -0.192
Nb -2.324 -0.064 -0.590
C -3.262 -2.126 -1.066
C -4.782 -2.023 -1.543
O -5.575 -1.567 -0.400
Si -7.255 -1.485 -0.855
C -7.747 0.382 -0.729
C -7.610 -2.145 -2.628
C -8.216 -2.600 0.372
C -1.249 -0.212 -2.615
C -1.978 0.544 -3.812
O -1.282 0.898 -4.790
O -3.370 0.812 -3.884
C -0.616 -1.238 0.445
C 0.004 -2.483 -0.210
C 1.073 -3.115 0.693
C 1.398 -2.499 2.032
N 0.905 -1.337 2.668
C -0.085 -0.787 1.802
H -3.637 4.391 -0.592
H -2.487 4.117 0.835
H -3.768 2.830 0.437
H -1.361 2.212 0.920
H -0.269 1.998 -0.595
H -3.207 0.024 1.025
H -3.768 0.769 -1.325
H -3.271 -2.724 -0.082
H -2.610 -2.740 -1.785
H -5.125 -3.103 -1.756
H -4.896 -1.335 -2.438
H -6.877 0.921 -0.206
H -8.681 0.500 -0.095
H -7.823 0.838 -1.766
H -7.120 -1.500 -3.422
H -8.727 -2.301 -2.779
H -7.127 -3.183 -2.703
H -9.314 -2.557 0.081
H -7.821 -3.660 0.248
H -8.020 -2.294 1.453
H -0.184 0.222 -2.581
H -1.147 -1.323 -2.894
H -3.527 1.613 -3.335
H -0.349 -2.853 -1.216
H 1.619 -4.053 0.356
H 2.179 -3.063 2.656
H -0.570 0.169 2.212
C 6.523 0.478 -0.695
C 6.797 1.367 0.543
C 7.430 0.506 1.657
C 6.435 -0.465 2.285
C 5.193 0.267 2.782
C 4.548 1.212 1.742
N 5.543 2.040 0.998
O 5.890 3.043 1.777
C 3.703 0.404 0.731
C 3.487 2.066 2.487
C 7.853 2.377 0.026
H 7.456 0.223 -1.204
H 6.063 -0.479 -0.456
H 5.889 0.994 -1.423
H 7.837 1.151 2.444
H 8.279 -0.057 1.259
H 6.154 -1.247 1.573
H 6.913 -0.979 3.124
H 4.458 -0.469 3.122
H 5.478 0.843 3.671
H 3.333 1.053 -0.067
H 2.826 -0.045 1.203
H 4.238 -0.426 0.277
H 3.909 2.602 3.340
H 2.692 1.431 2.887
H 3.022 2.795 1.818
H 7.451 2.973 -0.799
H 8.737 1.854 -0.345
H 8.206 3.060 0.801
```

HOMO in eV: -6.80
LUMO level in hartree: -0.1862
HOMO-LUMO gap in eV: 1.7

Löwdin population analysis, charges in e, atoms 1 to 6: atom 1 (C): -0.155, atom 2 (O): -0.330, atom 3 (C): -0.376, atom 4 (Nb): 1.608, atom 5 (C): -0.333, atom 6 (C): -0.375

The following is a quantum chemistry calculation of a cluster of 16 separate species, C24H57FN16O33S in total, from OMol25.

The geometry in XYZ format:
```
132
C24H57FN16O33S (the ωB97M-V functional and the def2-TZVPD basis)
C 2.749 0.433 -2.207
C 2.939 -0.217 -3.571
O 2.513 0.706 -4.579
C 2.051 -1.526 -3.730
N 1.312 -1.824 -2.475
C -0.140 -1.876 -2.649
C -0.786 -0.694 -2.979
C -2.141 -0.643 -3.138
C -2.912 -1.784 -2.982
C -2.273 -2.937 -2.652
C -0.908 -3.010 -2.487
S 1.881 -3.129 -1.673
O 1.290 -3.148 -0.385
O 1.835 -4.354 -2.389
F 3.401 -2.762 -1.440
H 1.733 0.778 -2.040
H 3.130 -0.189 -1.396
H 3.380 1.328 -2.216
H 4.006 -0.449 -3.676
H 2.921 0.409 -5.400
H 1.360 -1.397 -4.563
H 2.743 -2.334 -4.004
H -0.233 0.235 -3.113
H -2.614 0.306 -3.368
H -3.985 -1.689 -3.097
H -2.855 -3.845 -2.512
H -0.456 -3.955 -2.214
C 3.477 -5.038 1.195
N 3.339 -4.829 2.658
O 4.288 -5.083 3.370
O 2.269 -4.394 3.038
H 4.473 -5.407 0.981
H 2.724 -5.760 0.891
H 3.305 -4.076 0.726
C 3.200 -2.370 4.868
N 3.111 -1.068 5.587
O 3.761 -0.932 6.600
O 2.387 -0.218 5.101
H 3.881 -3.017 5.409
H 2.205 -2.798 4.833
H 3.572 -2.164 3.869
C 5.010 4.746 -1.629
N 5.082 3.269 -1.469
O 4.420 2.761 -0.588
O 5.805 2.668 -2.238
H 4.332 5.142 -0.880
H 6.012 5.139 -1.493
H 4.644 4.950 -2.630
C 0.326 -1.088 2.716
N -0.539 -2.137 3.321
O -1.713 -2.138 3.022
O -0.002 -2.924 4.081
H -0.282 -0.468 2.068
H 0.751 -0.506 3.528
H 1.102 -1.598 2.149
C -1.522 3.240 -0.844
N -0.656 2.091 -1.221
O -0.489 1.210 -0.401
O -0.163 2.101 -2.336
H -1.881 3.089 0.166
H -0.918 4.139 -0.910
H -2.348 3.271 -1.545
C 5.923 -6.107 -2.035
N 5.200 -7.369 -1.716
O 4.999 -8.145 -2.622
O 4.861 -7.529 -0.559
H 6.159 -6.103 -3.093
H 5.265 -5.280 -1.780
H 6.828 -6.088 -1.433
C -4.601 6.938 0.253
N -3.735 5.788 -0.123
O -3.574 4.916 0.703
O -3.251 5.808 -1.240
H -4.959 6.785 1.264
H -3.996 7.838 0.185
H -5.427 6.968 -0.452
C -3.422 -0.620 0.849
N -4.091 0.534 0.186
O -4.467 0.386 -0.965
O -4.219 1.550 0.831
H -3.377 -1.443 0.154
H -2.425 -0.296 1.130
H -4.010 -0.882 1.724
C -2.010 5.773 -4.949
N -2.529 4.394 -4.748
O -2.623 3.676 -5.720
O -2.824 4.082 -3.612
H -1.790 5.908 -6.002
H -2.782 6.462 -4.619
H -1.112 5.874 -4.346
C 9.254 4.907 -0.249
N 8.487 6.004 -0.902
O 7.991 5.774 -1.990
O 8.409 7.052 -0.302
H 9.236 4.039 -0.899
H 10.269 5.263 -0.101
H 8.772 4.693 0.701
C -5.093 2.545 -4.147
N -5.993 1.791 -5.061
O -5.948 0.577 -5.016
O -6.709 2.443 -5.790
H -4.519 1.835 -3.563
H -4.439 3.158 -4.759
H -5.719 3.156 -3.504
C -7.703 0.369 -1.409
N -8.255 1.741 -1.562
O -9.098 2.113 -0.775
O -7.808 2.394 -2.483
H -8.178 -0.107 -0.559
H -7.918 -0.173 -2.327
H -6.632 0.466 -1.254
C 0.158 0.962 7.364
N -0.519 2.108 6.699
O -0.895 1.953 5.553
O -0.651 3.124 7.348
H 0.202 0.139 6.669
H 1.157 1.291 7.640
H -0.425 0.701 8.239
C -3.614 -5.528 1.572
N -4.194 -4.172 1.387
O -5.037 -3.805 2.175
O -3.776 -3.520 0.450
H -4.077 -5.986 2.439
H -3.822 -6.098 0.672
H -2.544 -5.406 1.720
C -0.140 -3.695 7.359
N -0.236 -2.396 8.077
O 0.402 -2.262 9.100
O -0.952 -1.549 7.581
H 0.529 -4.346 7.911
H -1.139 -4.116 7.310
H 0.248 -3.492 6.364
```

HOMO in eV: -9.19
LUMO level in hartree: -0.0099
HOMO-LUMO gap in eV: 8.9

Löwdin population analysis, charges in e, atoms 1 to 6: atom 1 (C): -0.037, atom 2 (C): -0.375, atom 3 (O): -0.040, atom 4 (C): -0.098, atom 5 (N): -0.153, atom 6 (C): -0.225

The following is a quantum chemistry calculation of a structure of composition C30H29BaCl3FGeN4O6S, from OMol25.

The geometry in XYZ format:
```
76
C30H29BaCl3FGeN4O6S (the ωB97M-V functional and the def2-TZVPD basis)
Ba 0.484 0.395 0.340
C -1.807 2.637 5.221
C -0.538 2.379 4.403
C 0.271 3.676 4.329
C 0.287 1.230 4.967
C 1.094 1.445 6.079
C 1.921 0.453 6.575
C 1.959 -0.777 5.941
C 1.169 -1.053 4.830
C 1.264 -2.439 4.215
C 1.607 -2.444 2.728
C 0.023 -3.296 4.486
C 0.309 -0.042 4.364
N -0.521 -0.306 3.249
C -1.817 -0.514 3.481
C -2.423 -0.680 4.759
C -3.774 -0.907 4.881
C -4.591 -0.977 3.750
C -4.039 -0.848 2.478
C -2.689 -0.645 2.363
F -2.146 -0.568 1.146
H -2.368 3.465 4.782
H -1.547 2.911 6.248
H -2.464 1.769 5.260
H -0.811 2.125 3.378
H 0.480 4.072 5.327
H -0.293 4.429 3.778
H 1.217 3.523 3.816
H 1.089 2.420 6.551
H 2.549 0.644 7.436
H 2.622 -1.553 6.308
H 2.099 -2.919 4.735
H 0.745 -2.156 2.125
H 1.894 -3.447 2.415
H 2.435 -1.783 2.477
H -0.843 -2.922 3.938
H -0.228 -3.316 5.550
H 0.209 -4.321 4.156
H -1.788 -0.634 5.634
H -4.208 -1.034 5.865
H -5.654 -1.150 3.856
H -4.632 -0.931 1.578
O 0.810 4.768 0.429
C 0.789 3.638 0.917
O -0.183 2.840 1.062
C 2.147 3.109 1.447
C 3.286 3.891 1.306
C 4.479 3.421 1.827
C 4.500 2.193 2.469
C 3.325 1.466 2.537
N 2.171 1.910 2.037
H 3.195 4.834 0.788
H 5.390 4.000 1.724
H 5.413 1.783 2.879
H 3.304 0.489 3.008
N 1.733 -6.222 1.532
C 0.993 -5.581 0.928
C 0.037 -4.827 0.162
C 0.256 -4.489 -1.173
C -0.748 -3.810 -1.828
C -1.911 -3.490 -1.135
N -2.119 -3.784 0.148
C -1.148 -4.436 0.778
H 1.189 -4.712 -1.673
H -0.606 -3.474 -2.844
H -2.690 -2.927 -1.632
H -1.291 -4.662 1.831
Cl 2.054 -3.350 -4.137
Ge 2.366 -1.069 -3.791
Cl -0.886 -0.600 -2.092
Cl 4.107 -0.855 -5.289
O 4.624 -0.491 -0.335
S 3.315 -0.652 -0.922
O 2.381 -1.420 -0.055
O 2.616 0.628 -1.217
O 3.476 -1.411 -2.242
```

HOMO (alpha / beta) in eV: -2.41 / -2.41
LUMO level (alpha / beta) in hartree: 0.1307 / 0.0591
<S²>: 0.80
Multiplicity: 2
Net charge: -2
Relative energy (zero: lowest compared OMol25 entry of this formula, charge and spin) in eV: 0.5109
HOMO-LUMO gap (alpha / beta) in eV: 6.0 / 4.0

Löwdin population analysis, charges in e, atoms 1 to 6: atom 1 (Ba): 1.728, atom 2 (C): -0.051, atom 3 (C): -0.354, atom 4 (C): -0.058, atom 5 (C): -0.133, atom 6 (C): -0.041

Computed values of E_tot (unit: Ha) for the preceding records, in sequence: -1475.6490 -496.0340 -8789.5422 -1153.6352 -265.3389 -1734.9706 -4804.3050 -5812.5152.
Computed values of maximum force (unit: eV/A) for the preceding records, in sequence: 1.96 1.75 1.52 4.23 0.43 7.89 1.77 0.67.